Here is a structure of composition C41H40BaN13O5S2 from the OMol25 dataset. Energies are from the ωB97M-V functional and the def2-TZVPD basis.

```
102
Properties=species:S:1:pos:R:3:forces:R:3:mulliken_charge:R:1
Ba -0.326386 -0.073111 -1.067069 0.02 -0.06 -0.10 1.35
O 3.583551 2.202798 -2.928332 -0.05 0.05 0.00 -0.77
C 2.795149 1.674003 -2.142888 -0.02 0.00 -0.10 -0.64
N 2.271880 0.432181 -2.198674 0.04 -0.01 0.14 1.22
C 2.959977 -0.526909 -2.877759 0.04 0.02 -0.09 -0.94
O 4.169840 -0.593738 -3.048181 0.00 -0.03 0.05 -0.74
C 2.109176 -1.641534 -3.466371 -0.08 0.09 0.04 0.80
C 2.685227 -2.501200 -4.391080 0.03 -0.04 -0.04 -0.61
C 1.893232 -3.466442 -4.988544 -0.08 0.01 0.03 -0.76
C 0.550371 -3.544116 -4.645640 0.10 -0.02 -0.03 -0.79
C 0.063280 -2.650878 -3.707654 -0.02 0.05 0.03 -0.99
N 0.822797 -1.720724 -3.127673 -0.09 -0.10 -0.03 1.57
C 2.266298 2.550620 -1.011965 0.13 0.07 -0.05 0.36
C 2.831266 3.810196 -0.830349 -0.01 -0.03 -0.01 -0.66
C 2.378357 4.601959 0.208451 0.03 0.00 -0.04 -0.48
C 1.373952 4.117514 1.032966 0.01 0.04 0.03 -1.08
C 0.862313 2.859584 0.774502 -0.01 -0.07 -0.01 -0.51
N 1.299435 2.090088 -0.224052 -0.08 0.03 0.07 0.65
H 3.733478 -2.380578 -4.624479 0.00 0.01 0.01 0.59
H 2.309735 -4.141343 -5.726178 0.01 0.00 0.00 0.42
H -0.113038 -4.261388 -5.107826 -0.01 0.00 0.01 0.49
H -0.986994 -2.650331 -3.435115 0.00 0.01 0.00 0.39
H 3.611526 4.122299 -1.508824 0.01 0.01 0.00 0.53
H 2.803840 5.583899 0.376032 0.00 0.00 0.00 0.42
H 0.989623 4.699115 1.859898 0.00 0.00 0.00 0.47
H 0.069369 2.439903 1.382583 -0.01 0.00 -0.01 0.35
C -3.745140 1.694371 2.399744 0.00 -0.01 -0.01 -1.90
C -2.766427 1.510372 1.276118 -0.10 -0.04 0.14 -0.01
N -1.737075 0.748923 1.333937 -0.04 0.07 -0.05 1.73
N -1.483779 0.122634 2.522287 0.09 -0.08 0.03 -1.40
C -0.482807 -0.741101 2.399953 -0.05 0.06 -0.12 -0.25
O 0.120898 -1.072441 1.338994 0.01 -0.03 0.12 -0.50
C -0.039498 -1.358133 3.693870 0.03 -0.02 0.00 0.23
C -0.897650 -1.472413 4.784292 0.00 0.00 -0.01 -0.29
C -0.455308 -2.050607 5.964134 0.00 -0.01 0.00 -0.69
C 0.852983 -2.505937 6.072242 0.00 0.00 0.02 -0.34
C 1.716168 -2.381274 4.992923 0.00 0.00 -0.02 -0.73
C 1.268931 -1.815988 3.807387 -0.02 0.01 0.00 -0.26
C -2.991108 2.237986 0.006527 -0.01 0.02 -0.04 0.92
C -4.205792 2.866729 -0.262086 0.05 -0.04 0.04 -1.03
C -4.367036 3.540760 -1.459327 -0.05 0.05 -0.05 -0.94
C -3.314883 3.594125 -2.355525 0.01 -0.02 0.03 -0.55
C -2.144836 2.936034 -2.012282 0.06 -0.06 -0.02 -0.45
N -1.982274 2.269526 -0.874580 -0.04 0.10 -0.07 0.47
H -3.323117 1.290120 3.314764 0.01 0.00 -0.01 0.44
H -4.677784 1.164331 2.183305 0.00 0.00 0.00 0.33
H -3.988001 2.749695 2.538117 -0.01 0.00 0.00 0.40
H -1.909922 -1.104493 4.688385 0.00 0.00 0.00 0.41
H -1.133404 -2.147183 6.803406 0.00 0.00 0.00 0.37
H 1.198516 -2.954179 6.995939 -0.01 0.00 0.00 0.37
H 2.740946 -2.724171 5.069094 0.00 0.00 0.00 0.45
H 1.938940 -1.710850 2.964628 0.02 -0.01 0.00 0.54
H -5.019383 2.802467 0.445379 0.00 0.01 0.01 0.45
H -5.312580 4.013381 -1.694560 0.00 0.00 0.01 0.36
H -3.398731 4.104384 -3.304155 0.00 -0.01 0.00 0.43
H -1.299151 2.930306 -2.692067 -0.01 0.02 0.01 0.59
C 3.148837 -2.142166 0.340853 0.08 -0.05 0.11 -0.33
N 3.800571 -2.901758 1.425995 -0.01 0.00 -0.05 0.19
C 3.000194 -4.107116 1.664164 -0.03 -0.05 0.02 -0.61
N 2.874764 -4.949461 0.467941 0.00 -0.01 0.02 0.02
C 2.255531 -4.133600 -0.584719 0.01 0.04 -0.02 -0.75
N 3.037489 -2.936078 -0.881803 0.00 0.00 -0.05 0.50
C 4.380330 -3.345495 -1.294477 -0.04 -0.01 0.01 -0.82
N 5.057169 -4.139664 -0.258084 0.00 0.01 -0.01 0.02
C 5.122405 -3.321179 0.958045 0.01 0.00 -0.01 -0.63
C 4.224125 -5.309359 0.027612 -0.01 0.00 -0.01 -0.74
H 3.733285 -1.244864 0.124220 -0.02 0.00 0.02 0.41
H 2.153156 -1.858284 0.681974 -0.02 0.08 -0.03 -0.24
H 2.000634 -3.815196 1.991259 0.01 0.02 -0.01 0.30
H 3.469218 -4.693915 2.458875 0.01 0.00 0.00 0.29
H 1.257988 -3.832737 -0.255663 -0.01 -0.01 0.00 0.25
H 2.163739 -4.731871 -1.495448 0.00 -0.01 0.01 0.27
H 4.966916 -2.454302 -1.516512 0.00 0.02 -0.02 0.26
H 4.301417 -3.945925 -2.204585 0.01 0.00 0.00 0.28
H 5.722823 -2.433385 0.748513 -0.01 0.00 0.01 0.37
H 5.613275 -3.899738 1.745615 -0.01 0.00 0.00 0.36
H 4.702070 -5.904020 0.810672 0.01 0.00 0.00 0.34
H 4.149825 -5.917948 -0.877172 0.00 0.00 0.00 0.36
N 1.987253 4.141125 -4.986551 0.07 -0.03 -0.02 -0.65
C 0.924194 3.248828 -5.073895 -0.01 0.02 0.01 0.47
C 1.177686 1.874619 -5.034642 -0.02 -0.06 0.00 -0.85
C 0.132533 0.976482 -5.063828 0.05 -0.03 0.06 -0.34
C -1.180545 1.423002 -5.117985 -0.11 0.06 -0.05 -0.56
C -1.442949 2.777542 -5.248598 0.07 -0.03 -0.02 -0.36
C -0.393028 3.686461 -5.238357 -0.04 -0.01 0.02 -0.70
S -2.486436 0.255703 -4.904055 0.08 -0.26 -0.08 1.29
O -2.175873 -0.887645 -5.733262 0.02 0.09 0.08 -0.78
O -3.742018 0.931565 -5.161518 -0.07 0.11 0.05 -0.79
N -2.303595 -0.124932 -3.360255 0.05 0.06 0.13 0.11
C -3.335955 -0.327928 -2.525129 -0.09 0.04 -0.02 -0.11
S -5.047377 -0.038762 -2.847327 0.05 0.01 0.01 -0.15
C -5.415660 -0.540372 -1.231931 0.00 -0.01 0.08 -0.34
C -4.282392 -0.867197 -0.575888 0.01 0.03 -0.05 -0.93
N -3.117334 -0.755530 -1.289898 0.06 -0.04 -0.12 0.11
H 2.786663 3.754674 -4.497174 -0.02 -0.01 0.04 0.29
H 1.740054 5.055383 -4.643793 -0.01 0.01 0.00 0.24
H 2.197674 1.524019 -4.935149 0.01 0.03 0.00 0.60
H 0.328569 -0.083820 -5.017529 0.00 -0.07 0.02 0.75
H -2.469917 3.108951 -5.333268 0.00 0.00 0.00 0.59
H -0.596125 4.748438 -5.324753 0.00 0.00 0.01 0.31
H -6.426999 -0.570802 -0.861718 -0.01 0.00 -0.02 0.44
H -4.225734 -1.203684 0.450705 -0.02 0.00 0.00 0.47
```
Forces are in eV/Å.

**HOMO level**: -5.15 eV
**Energy relative to the best compared isomer or geometry (same formula, charge and spin)**: 0.00 kcal/mol
**HOMO-LUMO gap**: 7.28 eV
**Net charge**: -1
**Maximum force**: 0.3 eV/Å

Here is a structure of composition C41H40BrN3OP2S2V in a non-equilibrium geometry from the OMol25 dataset. Energies are from the ωB97M-V functional and the def2-TZVPD basis.

```
91
Properties=species:S:1:pos:R:3:forces:R:3:mulliken_charge:R:1
V 3.687544 -12.667126 -20.319970 0.40 0.83 1.64 -1.27
S 0.518832 -10.509890 -20.688439 -0.12 -0.04 0.02 -0.43
P 1.183244 -10.920039 -18.925699 0.28 0.98 0.79 1.80
C 2.821681 -11.779009 -18.976571 0.00 -0.04 -0.66 0.68
P 3.748068 -12.539536 -17.690457 0.34 -0.47 0.77 1.87
S 4.603877 -14.128581 -18.706649 -0.23 0.20 -0.04 -0.39
C 2.770670 -13.266506 -16.312743 -0.07 -0.43 -1.02 0.96
C 2.086856 -14.459206 -16.559169 -0.12 0.52 -0.35 -0.43
C 1.403927 -15.115683 -15.539649 0.02 -0.99 -1.16 -0.57
C 1.457822 -14.607561 -14.269788 0.66 1.22 0.09 -0.76
C 2.136891 -13.389721 -14.039568 -0.55 -0.72 1.48 -0.69
C 2.757743 -12.713450 -15.045566 1.23 1.06 -0.58 -0.33
C 5.122333 -11.565981 -17.016064 -1.08 -1.04 -0.77 0.70
C 5.528888 -10.356295 -17.500810 -0.19 1.04 0.11 -0.47
C 6.653751 -9.747169 -16.974869 -0.11 0.90 -1.15 -0.81
C 7.465295 -10.425543 -16.117300 0.64 -0.34 1.56 -0.57
C 7.105193 -11.724339 -15.723191 0.75 -0.65 0.55 -0.64
C 5.923454 -12.298883 -16.168119 0.72 -0.36 0.55 -0.79
C 1.208503 -9.428295 -17.777293 1.14 -1.20 -0.36 -0.10
C 2.131823 -9.243363 -16.719615 -0.26 -0.37 -1.24 0.16
C 2.035455 -8.141886 -15.909480 -0.28 0.26 0.16 -0.88
C 1.022668 -7.196999 -16.086687 0.49 -0.66 -0.08 -0.80
C 0.151405 -7.401190 -17.121742 -0.53 0.21 -0.62 -0.62
C 0.221685 -8.497426 -17.976387 -0.91 0.25 -0.09 -0.79
C 0.201293 -12.086204 -17.973441 -0.52 0.21 0.14 -0.02
C -0.204289 -11.830735 -16.664064 0.18 -0.81 -0.86 -0.43
C -0.998082 -12.724751 -16.000101 -0.10 -0.21 -0.11 -0.59
C -1.495063 -13.841119 -16.699224 -1.10 0.09 2.05 -0.66
C -1.200442 -14.052364 -18.009135 0.57 -0.14 -1.28 -0.90
C -0.307223 -13.180508 -18.631223 0.57 -0.41 -0.97 0.12
H 2.042825 -14.803765 -17.584756 0.06 -0.34 0.12 0.12
H 0.900406 -16.081853 -15.777984 0.35 0.99 0.34 0.42
H 0.992498 -15.143422 -13.477823 -0.24 -0.17 0.65 0.49
H 2.248883 -12.995540 -13.022632 -0.32 -0.23 -0.38 0.42
H 3.344005 -11.791316 -14.880233 -0.52 -0.55 0.21 0.36
H 4.998449 -9.799522 -18.247543 -0.57 -0.02 -0.27 0.71
H 6.875313 -8.745792 -17.357498 0.20 -0.36 0.37 0.47
H 8.336833 -9.930044 -15.648802 -0.47 -0.49 -0.56 0.40
H 7.786515 -12.318803 -15.076477 -0.61 0.60 -0.47 0.39
H 5.632392 -13.332320 -15.938844 0.33 0.47 0.26 0.42
H 2.980204 -9.908822 -16.603765 -0.15 -0.09 0.09 0.54
H 2.761765 -8.021456 -15.141649 0.44 0.18 0.56 0.52
H 0.937699 -6.342797 -15.442151 0.02 0.23 0.13 0.43
H -0.610595 -6.689959 -17.363406 -0.38 0.42 0.23 0.43
H -0.578463 -8.589067 -18.734072 0.86 -0.13 0.28 0.34
H 0.118249 -10.962167 -16.189388 0.50 1.28 0.86 0.44
H -1.184493 -12.473865 -14.956400 -0.42 -0.56 -0.22 0.50
H -2.192111 -14.510954 -16.171226 0.42 0.26 -0.33 0.38
H -1.630249 -14.878801 -18.578772 0.14 0.19 0.31 0.44
H 0.091523 -13.321932 -19.647741 -0.80 -0.19 0.35 0.26
C -1.260160 -14.131644 -26.633274 0.94 0.20 0.96 -2.08
C -0.760828 -14.907363 -25.399072 -0.31 0.45 0.48 1.79
C -2.057954 -15.362743 -24.694384 -0.57 1.27 -1.56 -1.68
C 0.084680 -16.091212 -25.876780 0.16 0.27 0.96 -1.72
C 0.082726 -14.115002 -24.398742 1.48 0.49 1.01 -0.24
C 0.567378 -14.793411 -23.231869 -0.21 1.06 0.00 -0.17
C 1.420583 -14.095715 -22.371283 0.30 0.60 -0.85 -0.08
Br 2.188068 -14.792756 -20.785740 -0.03 -0.57 0.09 -0.04
C 1.954204 -12.818325 -22.645483 -0.47 1.01 -0.59 0.17
O 2.856121 -12.239141 -21.728038 -1.38 -1.06 -1.52 0.10
C 1.515333 -12.101156 -23.789206 0.78 -0.68 0.12 0.19
C 0.578950 -12.803977 -24.591246 -0.40 0.56 -0.94 -0.36
C 2.114657 -10.720756 -24.311867 -0.91 -0.93 -0.09 2.08
C 3.092903 -10.023229 -23.339305 -1.71 0.49 -0.85 -2.19
C 2.916398 -10.952916 -25.611945 0.92 -0.52 0.16 -1.51
C 0.886663 -9.788500 -24.665598 3.34 -0.10 -0.84 -1.80
H -1.915285 -14.823110 -27.113278 -0.40 -0.32 -0.80 0.56
H -0.441054 -13.836017 -27.299527 -0.30 0.08 0.07 0.35
H -1.869991 -13.292447 -26.309429 0.12 0.33 -0.18 0.44
H -2.611820 -15.991265 -25.388741 -0.07 -0.19 -0.02 0.47
H -2.711997 -14.472516 -24.517236 0.57 -0.69 0.16 0.39
H -1.913468 -15.909002 -23.813308 0.27 -0.69 1.43 0.38
H -0.404329 -16.528213 -26.700665 -0.81 -0.95 -0.87 0.50
H 0.253241 -16.832454 -25.080929 -0.01 0.18 -0.36 0.36
H 1.030405 -15.762671 -26.281387 0.47 0.22 0.16 0.38
H 0.219505 -15.798498 -22.986266 0.25 0.31 -0.04 0.47
H 0.234477 -12.222790 -25.486479 0.28 -0.88 0.83 0.26
H 3.978088 -10.584826 -23.201880 0.73 -0.85 0.63 0.42
H 2.554016 -9.735458 -22.439734 0.46 -0.04 0.26 0.25
H 3.440636 -9.138757 -23.858366 -0.12 0.48 -0.03 0.68
H 3.856954 -11.565750 -25.429336 -1.08 0.74 -0.12 0.32
H 3.220975 -9.965202 -26.001220 -0.05 -0.42 0.12 0.45
H 2.357216 -11.459993 -26.398560 -0.14 0.00 0.07 0.32
H 0.249516 -9.687116 -23.862118 -1.51 0.18 1.78 0.39
H 0.370504 -10.147367 -25.541377 -0.17 0.10 -0.28 0.40
H 1.384742 -8.818402 -24.845610 -0.67 -0.21 -0.27 0.50
N 5.344138 -11.777450 -20.484840 -0.29 0.04 -0.38 -0.90
C 6.485017 -11.489835 -20.253871 -2.84 -0.90 -0.52 0.71
N 7.599862 -11.360062 -19.859796 2.66 0.51 0.62 -0.37
C 8.727921 -10.733624 -20.128651 -2.48 -1.24 0.52 0.44
N 9.723896 -10.210470 -20.237321 2.49 1.30 -0.41 -0.43
```
Forces are in eV/Å.

**HOMO level (spin up / spin down)**: -11.21 / -11.21 eV
**Energy relative to the best compared isomer or geometry (same formula, charge and spin)**: 35.41 kcal/mol
**HOMO-LUMO gap (spin up / spin down)**: 6.89 / 6.90 eV
**Net charge**: +1
**Maximum force**: 3.4 eV/Å

Q: Which formula does entry 1 have?
A: C41H40BaN13O5S2